Record 1
ORCA calculation (the ωB97M-V functional and the def2-TZVPD basis) on a cluster of 2 separate species, C5H12NO in total in a non-equilibrium geometry.

relative energy (zero: lowest compared OMol25 entry of this formula, charge and spin) = 35.9 kcal/mol
lowest unoccupied orbital energy = -0.1718 Ha
charge = +1
max |F| = 2.718 eV/A
orbital gap = 9.50 eV

Each line ends with the Mulliken charge.
Atoms and positions in Å:
C 0.317 -2.862 -0.046  -1.12
C 0.806 -1.725 -0.940  -0.43
C 0.589 -0.372 -0.258  -0.17
C -0.636 -0.053 0.129  -0.21
N -1.028 1.297 0.334  0.07
C -2.087 1.914 -0.024  -0.12
H 0.842 -2.804 0.913  0.34
H -0.707 -2.690 0.330  0.28
H 0.346 -3.922 -0.226  0.36
H 1.884 -1.821 -1.082  0.33
H 0.267 -1.746 -1.897  0.29
H 1.433 0.287 -0.136  0.29
H -1.510 -0.606 -0.212  0.28
H -0.348 1.927 0.820  0.33
H -2.896 1.376 -0.509  0.28
H -2.123 2.986 0.144  0.25
H 1.409 3.464 1.388  0.30
H 2.167 2.668 0.444  0.31
O 1.276 2.684 0.829  -0.63

***

Record 2
ORCA calculation (the ωB97M-V functional and the def2-TZVPD basis) on the molecule C3H5NO in a non-equilibrium geometry.

SMILES = O=C[C@@H]1CN1
relative energy (zero: lowest compared OMol25 entry of this formula, charge and spin) = 46.6 kcal/mol
lowest unoccupied orbital energy = 0.0300 Ha
charge = 0
max |F| = 3.054 eV/A
orbital gap = 10.86 eV

Each line ends with the Mulliken charge.
Atoms and positions in Å:
O 2.096 0.057 -0.149  -0.48
C 0.991 -0.101 0.351  -0.15
C -0.225 -0.111 -0.429  0.22
C -1.305 0.743 0.096  -0.42
N -1.479 -0.708 -0.033  -0.54
H 1.019 0.007 1.450  0.33
H 0.031 0.024 -1.534  0.30
H -1.033 1.175 1.146  0.19
H -1.854 1.328 -0.631  0.26
H -1.340 -1.224 0.879  0.28

***

Record 3
ORCA calculation (the ωB97M-V functional and the def2-TZVPD basis) on a cluster of 2 separate species, C6H16 in total in a non-equilibrium geometry.

SMILES = CCC.CCC
relative energy (zero: lowest compared OMol25 entry of this formula, charge and spin) = 11.1 kcal/mol
lowest unoccupied orbital energy = 0.0388 Ha
charge = 0
max |F| = 1.175 eV/A
orbital gap = 12.37 eV

Each line ends with the Mulliken charge.
Atoms and positions in Å:
C -2.540 -1.491 -0.631  -1.28
C -2.228 -0.124 -1.247  -0.04
C -2.557 0.982 -0.232  -0.98
H -2.173 -2.353 -1.175  0.35
H -3.609 -1.587 -0.431  0.36
H -2.101 -1.580 0.370  0.31
H -1.170 -0.158 -1.497  0.18
H -2.799 0.060 -2.156  0.25
H -3.244 0.654 0.536  0.31
H -1.685 1.382 0.274  0.21
H -3.092 1.778 -0.759  0.32
C 2.375 -0.380 1.767  -1.03
C 2.533 0.803 0.833  -0.23
C 2.569 0.388 -0.634  -1.01
H 3.193 -1.087 1.623  0.31
H 1.492 -0.939 1.432  0.22
H 2.166 -0.079 2.792  0.32
H 1.756 1.553 0.954  0.29
H 3.477 1.320 1.043  0.26
H 3.512 -0.052 -0.922  0.36
H 1.813 -0.389 -0.782  0.22
H 2.316 1.299 -1.157  0.29

***

Record 4
ORCA calculation (the ωB97M-V functional and the def2-TZVPD basis) on a cluster of 8 separate species, C48H112 in total in a non-equilibrium geometry.

SMILES = CCCCCC.CCCCCC.CCCCCC.CCCCCC.CCCCCC.CCCCCC.CCCCCC.CCCCCC
relative energy (zero: lowest compared OMol25 entry of this formula, charge and spin) = 0.0 kcal/mol
lowest unoccupied orbital energy = 0.0312 Ha
charge = 0
max |F| = 3.136 eV/A
orbital gap = 11.48 eV

Each line ends with the Mulliken charge.
Atoms and positions in Å:
C 18.927 24.736 19.942  -1.66
C 18.396 23.517 19.123  0.06
C 17.145 22.892 19.677  -0.79
C 16.727 21.631 18.994  2.14
C 15.301 21.337 19.435  -0.87
C 14.861 19.878 19.172  -1.20
H 19.228 24.410 20.959  0.34
H 18.065 25.362 20.122  0.44
H 19.775 25.233 19.483  0.38
H 18.222 23.916 18.144  0.15
H 19.223 22.761 19.107  0.06
H 16.326 23.643 19.677  0.53
H 17.443 22.622 20.699  0.28
H 16.763 21.691 17.883  -1.11
H 17.372 20.797 19.260  -0.35
H 15.269 21.532 20.523  0.49
H 14.607 21.987 18.962  0.34
H 14.946 19.634 18.092  0.04
H 15.626 19.203 19.538  0.37
H 13.902 19.605 19.621  0.45
C 14.058 28.463 16.163  -1.26
C 15.176 27.385 16.139  -0.24
C 14.673 25.961 16.284  -0.65
C 15.668 24.889 15.881  -0.46
C 15.141 23.438 15.902  0.29
C 16.177 22.461 15.294  -0.64
H 14.340 29.462 15.828  0.38
H 13.557 28.542 17.150  0.30
H 13.186 28.257 15.481  0.31
H 15.665 27.440 15.138  0.28
H 15.938 27.658 16.862  0.32
H 13.812 25.878 15.617  0.28
H 14.344 25.737 17.318  0.31
H 16.021 25.048 14.859  0.40
H 16.614 24.888 16.543  -0.15
H 14.838 23.175 16.946  -0.34
H 14.193 23.392 15.315  0.44
H 15.773 21.420 15.124  -0.42
H 16.455 22.840 14.311  0.67
H 17.073 22.372 15.910  0.17
C 17.383 20.861 11.982  -1.43
C 17.560 19.546 11.200  0.56
C 16.371 18.658 11.160  0.28
C 16.610 17.273 10.464  -0.53
C 15.306 16.447 10.334  -0.92
C 14.837 15.876 11.715  -0.70
H 16.842 21.673 11.457  0.51
H 18.337 21.294 12.128  0.57
H 16.874 20.692 12.968  -0.09
H 18.016 19.824 10.212  0.44
H 18.260 18.955 11.807  -0.72
H 15.517 19.098 10.655  0.53
H 16.036 18.392 12.163  -0.67
H 17.068 17.371 9.467  0.41
H 17.368 16.744 10.979  0.18
H 14.479 17.033 9.972  0.39
H 15.470 15.636 9.625  0.35
H 13.919 15.273 11.534  0.41
H 15.617 15.179 12.044  0.29
H 14.754 16.549 12.524  -0.06
C 10.275 16.572 15.753  -1.21
C 10.881 17.593 16.646  -0.35
C 11.055 19.006 15.993  -1.00
C 12.223 18.967 14.976  0.22
C 12.761 20.343 14.585  -0.15
C 13.792 20.278 13.433  -1.07
H 9.378 16.931 15.216  0.33
H 9.990 15.677 16.303  0.36
H 11.005 16.356 14.984  0.23
H 10.309 17.773 17.483  0.48
H 11.818 17.198 17.051  0.12
H 11.243 19.745 16.737  0.42
H 10.245 19.371 15.406  0.40
H 13.021 18.373 15.383  -0.42
H 11.973 18.377 14.070  0.37
H 11.961 20.995 14.199  0.40
H 13.204 20.807 15.509  -0.02
H 14.163 21.276 13.191  0.42
H 14.712 19.765 13.724  -0.19
H 13.319 19.795 12.577  0.62
C 22.867 20.900 9.156  -1.32
C 22.665 19.687 10.082  -0.17
C 21.395 18.860 9.711  -0.63
C 21.022 17.787 10.737  -0.61
C 20.905 18.362 12.142  -0.72
C 20.426 17.330 13.217  -0.74
H 22.905 20.552 8.115  0.31
H 23.748 21.415 9.391  0.42
H 21.928 21.542 9.277  0.27
H 23.623 19.107 10.053  0.26
H 22.478 20.141 11.083  0.22
H 21.542 18.380 8.712  0.39
H 20.561 19.513 9.521  0.18
H 20.115 17.252 10.382  0.18
H 21.832 17.066 10.814  0.45
H 21.893 18.644 12.427  0.79
H 20.296 19.245 12.234  0.24
H 19.418 16.976 13.022  -0.07
H 21.169 16.509 13.228  0.70
H 20.486 17.777 14.208  -0.09
C 19.120 19.598 15.853  -1.54
C 17.943 18.819 15.345  3.62
C 17.264 17.901 16.321  0.37
C 16.237 17.167 15.527  1.09
C 15.369 16.177 16.306  -1.04
C 14.423 15.425 15.339  -1.33
H 19.579 20.064 15.028  0.58
H 19.812 18.883 16.355  0.08
H 18.876 20.289 16.637  0.07
H 17.223 19.506 14.925  -1.61
H 18.221 18.240 14.422  -1.19
H 16.717 18.426 17.106  -0.04
H 17.952 17.143 16.794  -0.23
H 15.598 17.937 15.119  -0.81
H 16.768 16.669 14.650  0.08
H 15.812 15.391 16.869  0.77
H 14.794 16.758 16.979  0.35
H 13.565 14.899 15.773  0.49
H 13.906 16.093 14.661  0.05
H 14.972 14.783 14.671  0.38
C 20.014 15.071 15.725  -1.04
C 19.412 14.224 16.836  -0.52
C 18.266 13.347 16.377  -0.02
C 17.745 12.613 17.586  -0.65
C 16.444 11.888 17.354  -0.40
C 15.436 11.791 18.482  -1.38
H 19.196 15.689 15.295  -0.10
H 20.382 14.433 14.934  0.52
H 20.775 15.735 16.079  0.45
H 20.141 13.623 17.367  0.57
H 19.064 14.909 17.626  0.11
H 18.563 12.606 15.640  0.37
H 17.543 14.007 15.953  -0.21
H 18.565 11.909 17.952  0.35
H 17.533 13.314 18.419  0.31
H 15.985 12.350 16.466  0.23
H 16.693 10.909 17.019  0.47
H 15.068 12.815 18.705  0.26
H 14.596 11.130 18.345  0.40
H 15.973 11.475 19.353  0.35
C 19.924 18.162 19.406  -0.57
C 20.353 18.839 20.715  -1.02
C 20.348 20.362 20.634  0.43
C 20.734 21.055 21.952  -0.97
C 20.961 22.543 21.762  0.68
C 21.001 23.402 23.002  -1.35
H 19.916 17.047 19.466  0.31
H 20.623 18.407 18.596  0.33
H 18.866 18.433 19.229  -0.03
H 19.800 18.434 21.584  0.35
H 21.371 18.567 21.001  0.45
H 19.370 20.713 20.421  -0.63
H 20.994 20.549 19.777  0.35
H 19.933 20.843 22.669  0.41
H 21.646 20.688 22.397  0.45
H 21.872 22.528 21.179  0.33
H 20.259 22.940 20.996  -0.66
H 20.920 24.530 22.812  0.34
H 20.124 23.093 23.567  0.31
H 21.856 23.144 23.618  0.39

***

Record 5
ORCA calculation (the ωB97M-V functional and the def2-TZVPD basis) on a cluster of 2 separate species, C4H8OS2 in total in a non-equilibrium geometry.

SMILES = C=C=C.CSSO
relative energy (zero: lowest compared OMol25 entry of this formula, charge and spin) = 75.6 kcal/mol
lowest unoccupied orbital energy = 0.0213 Ha
charge = 0
max |F| = 5.329 eV/A
orbital gap = 9.74 eV

Each line ends with the Mulliken charge.
Atoms and positions in Å:
C -0.399 2.383 -0.453  -0.68
C -0.064 1.755 0.619  0.34
C 0.289 1.116 1.676  -0.84
H 0.391 3.036 -0.709  0.29
H -1.285 2.115 -1.006  0.31
H -0.364 1.198 2.552  0.29
H 0.945 0.218 1.543  0.31
C -0.964 -1.652 0.512  -0.66
S -0.838 -1.557 -1.289  -0.05
S 0.915 -0.499 -1.546  0.06
O 2.155 -1.585 -1.970  -0.46
H -1.291 -0.678 0.901  0.22
H 0.029 -1.773 1.030  0.25
H -1.694 -2.456 1.001  0.30
H 2.174 -1.621 -2.860  0.32

***

Record-wise calculated total energy values, in Eh: -327.4024; -247.2331; -238.1788; -1895.9749; -1028.7025